{
  "formula": "C32H82N6O10",
  "method": "ωB97M-V with the def2-TZVPD basis set",
  "species": ["C", "C", "C", "O", "C", "N", "H", "H", "H", "H", "H", "H", "H", "H", "H", "H", "H", "C", "C", "C", "O", "C", "N", "H", "H", "H", "H", "H", "H", "H", "H", "H", "H", "H", "C", "O", "C", "C", "N", "C", "C", "O", "C", "H", "H", "H", "H", "H", "H", "H", "H", "H", "H", "H", "H", "H", "H", "H", "C", "O", "C", "C", "N", "C", "C", "O", "C", "H", "H", "H", "H", "H", "H", "H", "H", "H", "H", "H", "H", "H", "H", "H", "C", "O", "C", "C", "N", "C", "C", "O", "C", "H", "H", "H", "H", "H", "H", "H", "H", "H", "H", "H", "H", "H", "H", "H", "C", "O", "C", "C", "N", "C", "C", "O", "C", "H", "H", "H", "H", "H", "H", "H", "H", "H", "H", "H", "H", "H", "H", "H"],
  "xyz": [[4.7872, 5.3702, -16.4353], [5.2695, 4.3572, -15.3992], [6.6610, 4.4240, -14.8123], [7.7104, 4.1055, -15.7320], [8.0561, 2.7879, -15.8820], [4.3769, 4.5646, -14.2922], [5.4619, 5.5372, -17.2749], [4.6361, 6.4032, -16.1221], [3.9790, 4.9800, -17.0538], [5.0349, 3.3626, -15.7786], [6.7381, 3.8077, -13.9166], [6.8481, 5.4013, -14.3674], [7.5814, 2.5279, -16.8282], [7.7557, 2.1233, -15.0720], [9.1102, 2.7228, -16.1517], [4.5156, 5.3815, -13.7146], [3.5892, 4.9072, -14.8234], [11.2318, 0.3907, -19.4711], [10.8460, 1.6602, -18.7232], [11.9864, 2.7748, -18.6350], [13.0870, 2.2685, -17.9092], [14.3484, 2.8835, -18.2019], [9.6720, 2.2021, -19.4008], [11.5488, 0.7581, -20.4471], [10.5628, -0.4693, -19.5006], [12.0340, -0.1671, -18.9877], [10.5150, 1.3276, -17.7394], [11.5818, 3.6378, -18.1062], [12.2923, 2.9971, -19.6574], [14.4016, 3.7842, -17.5903], [14.5299, 3.1040, -19.2538], [15.0961, 2.1933, -17.8111], [9.2120, 2.8994, -18.8331], [9.9005, 2.7417, -20.2234], [17.9859, 4.5174, -16.6757], [19.1277, 4.5941, -17.5632], [20.4247, 4.4058, -16.9443], [21.5555, 4.5630, -18.0948], [21.6628, 3.4544, -19.0615], [21.5408, 4.0765, -20.4354], [21.3787, 2.9938, -21.4468], [21.5593, 3.6035, -22.7674], [21.3871, 2.7206, -23.7907], [18.0061, 5.3645, -15.9900], [17.8986, 3.6023, -16.0900], [17.0464, 4.5852, -17.2242], [20.5289, 3.4347, -16.4604], [20.6744, 5.1758, -16.2143], [22.5502, 4.6617, -17.6600], [21.3466, 5.4688, -18.6639], [21.1423, 2.5889, -19.0516], [22.4652, 4.5757, -20.7261], [20.6888, 4.7233, -20.6447], [20.3422, 2.6582, -21.4111], [21.9887, 2.1012, -21.3081], [22.0349, 1.8524, -23.6701], [21.6296, 3.1647, -24.7561], [20.3334, 2.4466, -23.8444], [11.9966, 8.7731, -18.0817], [12.8235, 7.6283, -17.9978], [13.7719, 7.5406, -18.9665], [13.1691, 7.0538, -20.2913], [12.6634, 5.6731, -20.2808], [12.2810, 5.3574, -21.6201], [10.8304, 5.7126, -22.0726], [10.0086, 4.9642, -21.1966], [8.6454, 5.2031, -21.3113], [11.2266, 8.4247, -17.3934], [11.5507, 8.7966, -19.0760], [12.4146, 9.7620, -17.8932], [14.6130, 6.8562, -18.8558], [14.3091, 8.4757, -19.1252], [13.9606, 6.9846, -21.0375], [12.5234, 7.8088, -20.7399], [11.7906, 5.8195, -19.7942], [12.3450, 4.2693, -21.6257], [12.9896, 5.7530, -22.3477], [10.7681, 5.6930, -23.1606], [10.5849, 6.7588, -21.8900], [8.3666, 6.1709, -20.8943], [8.1634, 4.4781, -20.6555], [8.1051, 5.0294, -22.2419], [7.5166, -1.5787, -18.0884], [6.9633, -2.8646, -18.4511], [7.3454, -3.8622, -17.5241], [6.2345, -4.8826, -17.2549], [6.0410, -5.6718, -18.4399], [5.0240, -6.7124, -18.3536], [5.6410, -8.0144, -17.7450], [5.1846, -9.1216, -18.3762], [6.0004, -10.2008, -17.9988], [7.1720, -0.7902, -18.7575], [8.5891, -1.5747, -17.8941], [6.9771, -1.2748, -17.1914], [7.5156, -3.4459, -16.5312], [8.2040, -4.4510, -17.8471], [5.4380, -4.2614, -16.8452], [6.4207, -5.5476, -16.4115], [5.6962, -5.1037, -19.2005], [4.8548, -6.7850, -19.4280], [4.1393, -6.3127, -17.8580], [5.3069, -8.0435, -16.7079], [6.7243, -7.9766, -17.8599], [5.4703, -11.1048, -18.2985], [6.2141, -10.3235, -16.9370], [6.9798, -9.9683, -18.4170], [16.4258, 1.5782, -20.6628], [15.8558, 1.8310, -21.9094], [16.7792, 2.0371, -22.9918], [16.0334, 2.6923, -24.1672], [16.8169, 2.9103, -25.3936], [17.4239, 1.6976, -25.9867], [18.5724, 1.8251, -27.0715], [19.6748, 2.5717, -26.6911], [20.7602, 2.4519, -27.5744], [15.6961, 1.0178, -20.0784], [16.5279, 2.4998, -20.0898], [17.3843, 1.0595, -20.6441], [17.3444, 1.1641, -23.3183], [17.5109, 2.7786, -22.6709], [15.6955, 3.6984, -23.9188], [15.1990, 2.0161, -24.3531], [17.6027, 3.4890, -25.1335], [16.7640, 0.9771, -26.4698], [17.9979, 1.1468, -25.2415], [18.1661, 2.1047, -28.0435], [18.9541, 0.8548, -27.3895], [21.4821, 1.6825, -27.3005], [21.3635, 3.3597, -27.5715], [20.5275, 2.1409, -28.5929]],
  "mulliken_charge": [-2.043, 0.897, -1.188, 0.008, -0.736, -0.775, 0.677, 0.282, 0.405, 0.117, 0.383, 0.361, 0.201, 0.410, 0.102, 0.316, 0.328, -1.622, 0.580, 0.080, -0.360, -0.457, -0.587, 0.255, 0.278, 0.390, 0.251, 0.248, -0.247, 0.242, 0.150, 0.304, 0.326, 0.172, -0.891, -0.046, -0.628, -0.743, -0.307, -0.269, -0.554, -0.264, -0.434, 0.359, 0.341, 0.091, 0.366, 0.342, 0.395, 0.351, 0.286, 0.252, 0.235, 0.075, 0.389, 0.312, 0.131, 0.119, -1.409, 0.109, -0.358, -1.230, 0.172, -0.065, -1.226, 1.221, -2.531, 0.441, 0.338, 0.285, 0.080, 0.436, 0.466, 0.368, 0.077, 0.084, 0.601, 0.266, 0.270, 0.635, 0.122, 0.397, -0.928, -0.277, -0.545, -0.776, -0.327, -0.598, -0.536, -0.347, -0.772, 0.353, 0.289, 0.347, 0.414, 0.281, 0.382, 0.458, 0.188, 0.390, 0.340, 0.286, 0.407, 0.266, 0.312, 0.336, -0.913, -0.169, -0.272, -0.949, -0.304, -0.257, -0.939, -0.200, -1.053, 0.346, 0.212, 0.374, 0.326, 0.140, 0.396, 0.361, 0.292, 0.296, 0.172, 0.450, 0.456, 0.361, 0.307, 0.412],
  "gap_ev": [1.15, 8.70],
  "spin_multiplicity": 2,
  "max_force_ev_per_a": 3.1,
  "mol_weight_g_mol": 711.04,
  "charge": -1,
  "s2": 0.7504
}